a:
11
Properties=species:S:1:pos:R:3 method="wB97M-V/def2-TZVPD" lumo_energy_ev=0.9882 multiplicity=1 charge=0 smiles="[H]/N=C/NOC" e_homo_ev=-9.1035 gap_ev=10.092
C -1.644 -0.638 0.274
C 1.224 0.289 0.188
H -2.254 0.018 0.968
H -0.854 -1.153 0.974
H -2.194 -1.369 -0.467
H -0.071 1.877 -0.033
H 1.943 1.046 0.644
H 2.554 -1.060 -0.113
N -0.016 0.926 0.105
N 1.591 -0.844 -0.161
O -0.953 0.270 -0.544

=====

b:
11
Properties=species:S:1:pos:R:3 method="wB97M-V/def2-TZVPD" lumo_energy_ev=1.0054 multiplicity=1 charge=0 smiles="[H]/N=C/N.C=O" e_homo_ev=-9.2677 gap_ev=10.273
O -1.916 0.008 -0.404
C -1.825 0.142 0.784
H -1.519 1.088 1.259
H -2.026 -0.689 1.488
N 0.901 -0.597 -1.119
C 1.540 -0.232 0.021
N 1.209 0.791 0.701
H 1.356 -1.277 -1.695
H 0.144 0.003 -1.402
H 2.462 -0.811 0.157
H 1.778 0.812 1.543

=====

Which one is most stable, and which one is least stable? b is the most stable of them, while a is the least stable.

=====

a:
12
Properties=species:S:1:pos:R:3 method="wB97M-V/def2-TZVPD" lumo_energy_ev=0.6149 multiplicity=1 charge=0 smiles="S=C1CCNN1" e_homo_ev=-8.3341 gap_ev=8.949
C -0.406 0.004 0.028
C 0.451 1.220 0.185
C 1.800 0.632 -0.237
H 0.068 1.960 -0.509
H 0.379 1.499 1.270
H 2.674 1.042 0.302
H 1.891 0.796 -1.317
H 2.139 -0.971 0.981
H -0.045 -1.888 -0.394
N 1.784 -0.822 -0.005
N 0.367 -1.116 0.057
S -2.077 0.000 -0.035

=====

b:
12
Properties=species:S:1:pos:R:3 method="wB97M-V/def2-TZVPD" lumo_energy_ev=0.5701 multiplicity=1 charge=0 smiles=C[C@](N)(S)C#N e_homo_ev=-9.7840 gap_ev=10.354
C 1.242 -0.833 -0.597
C -1.155 -0.560 0.155
C 0.289 0.050 -0.020
N 1.982 -1.407 -1.259
N 0.670 0.534 1.444
S 0.272 1.491 -1.280
H -1.496 -0.953 -0.830
H -1.770 0.273 0.758
H -1.125 -1.523 0.774
H 1.495 0.998 1.372
H -0.095 1.191 1.726
H -0.309 0.739 -2.242

=====

Which one is most stable, and which one is least stable? a is the most stable of them, while b is the least stable.

=====

a:
12
Properties=species:S:1:pos:R:3 method="wB97M-V/def2-TZVPD" lumo_energy_ev=0.5614 multiplicity=1 charge=0 smiles=C[C@](N)(S)C#N e_homo_ev=-9.7879 gap_ev=10.349
C -2.199 0.699 -0.164
C 0.204 0.398 -0.888
C -0.952 0.057 0.133
N -3.184 1.206 -0.219
N -0.567 0.537 1.457
S -1.149 -1.818 -0.048
H -0.128 0.203 -1.985
H 1.051 -0.337 -0.666
H 0.579 1.359 -0.939
H -1.284 0.401 2.258
H 0.217 0.001 1.879
H -0.467 -1.890 1.084

=====

b:
12
Properties=species:S:1:pos:R:3 method="wB97M-V/def2-TZVPD" lumo_energy_ev=0.0140 multiplicity=1 charge=0 e_homo_ev=-8.8867 gap_ev=8.901
C -0.117 1.578 -0.003
C -0.534 0.149 0.017
C 1.850 -0.736 0.017
H 0.505 1.844 -0.868
H -0.986 2.259 -0.015
H 0.444 1.846 0.936
H 0.043 -1.793 -0.036
H 2.352 -1.696 -0.022
H 2.259 1.142 0.011
N 0.431 -0.842 0.022
N 2.686 0.196 -0.026
S -2.102 -0.314 -0.010

=====

c:
12
Properties=species:S:1:pos:R:3 method="wB97M-V/def2-TZVPD" lumo_energy_ev=0.5226 multiplicity=1 charge=0 smiles="NC(=S)N1CC1" e_homo_ev=-8.4117 gap_ev=8.934
C 1.110 0.055 -0.145
C -0.895 -1.382 0.045
C -1.304 0.175 0.228
H 2.123 1.673 0.040
H 0.504 1.787 -0.861
H -1.532 -1.783 -0.674
H -0.448 -1.811 0.934
H -0.917 0.788 1.113
H -2.175 0.361 -0.289
N 1.178 1.387 0.070
N -0.128 -0.407 -0.488
S 2.485 -0.844 0.027

=====

Which one is most stable, and which one is least stable? b is the most stable of them, while c is the least stable.

=====

a:
12
Properties=species:S:1:pos:R:3 method="wB97M-V/def2-TZVPD" lumo_energy_ev=0.6235 multiplicity=1 charge=0 smiles=N#C[C@@H](S)CN e_homo_ev=-9.9639 gap_ev=10.587
C 1.774 -0.709 0.160
C -0.802 -0.248 0.571
C 0.568 0.325 0.641
N 2.485 -1.456 -0.312
N -1.392 -0.573 -0.744
S 0.846 1.902 -0.197
H -0.814 -1.175 0.977
H -1.545 0.377 1.074
H 0.815 0.606 1.650
H -1.789 0.278 -1.050
H -0.713 -0.994 -1.355
H 0.569 1.667 -1.416

=====

b:
12
Properties=species:S:1:pos:R:3 method="wB97M-V/def2-TZVPD" lumo_energy_ev=0.6787 multiplicity=1 charge=0 e_homo_ev=-8.9909 gap_ev=9.670
C 1.301 -0.482 -0.103
C -0.846 0.494 0.324
C -1.302 -0.738 -0.260
H 2.679 0.637 -0.227
H 1.073 1.449 -0.047
H -0.611 0.621 1.410
H -1.609 1.422 0.142
H -1.629 -0.558 -1.292
H -2.238 -1.095 0.147
N 2.630 -0.593 0.053
N 0.436 0.619 -0.240
S 0.115 -1.775 0.092

=====

Which one is most stable, and which one is least stable? a is the most stable of them, while b is the least stable.